# C37H103N13O17

A 12-piece molecular cluster, C37H103N13O17 overall (the ωB97M-V functional and the def2-TZVPD basis, the OMol25 dataset).

The geometry in ORCA input format:
```
! wB97M-V def2-TZVPD RIJCOSX def2/J DEFGRID3
* xyz 0 1
C -3.327 18.478 -6.979
O -4.484 17.684 -7.034
C -5.710 18.410 -7.236
C -6.195 19.214 -6.031
N -6.703 18.393 -4.920
C -7.112 19.128 -3.764
C -7.994 18.249 -2.808
O -8.304 19.027 -1.603
C -7.218 19.001 -0.675
H -3.320 18.997 -6.020
H -3.410 19.193 -7.798
H -2.403 17.917 -7.120
H -6.478 17.714 -7.575
H -5.606 19.128 -8.049
H -6.995 19.866 -6.382
H -5.499 19.966 -5.659
H -7.552 17.969 -5.267
H -7.638 20.022 -4.098
H -6.281 19.498 -3.162
H -7.519 17.306 -2.538
H -8.912 17.987 -3.334
H -7.448 19.644 0.175
H -6.266 19.373 -1.052
H -7.212 17.978 -0.301
C -18.839 23.417 3.706
O -18.672 23.663 2.331
C -17.787 22.761 1.643
C -16.274 23.046 1.760
N -15.950 24.214 0.936
C -14.500 24.625 0.979
C -13.497 23.604 0.452
O -13.659 23.544 -0.981
C -12.852 22.523 -1.611
H -19.036 22.352 3.830
H -19.706 24.038 3.930
H -17.948 23.701 4.267
H -18.157 22.764 0.617
H -17.869 21.723 1.966
H -15.689 22.201 1.395
H -15.937 23.152 2.791
H -16.204 23.949 -0.005
H -14.135 24.874 1.976
H -14.303 25.498 0.357
H -13.572 22.644 0.962
H -12.489 23.946 0.687
H -11.882 22.964 -1.839
H -13.295 22.238 -2.566
H -12.866 21.620 -1.000
C -12.501 12.987 -4.284
O -12.598 14.419 -4.134
C -11.618 15.213 -4.723
C -11.869 16.690 -4.256
N -11.793 16.786 -2.793
C -11.778 18.122 -2.220
C -11.461 18.226 -0.669
O -12.336 17.410 0.090
C -12.246 17.494 1.520
H -11.474 12.738 -4.017
H -12.738 12.718 -5.313
H -13.160 12.528 -3.547
H -11.658 15.228 -5.813
H -10.660 14.805 -4.402
H -12.817 17.014 -4.686
H -11.146 17.347 -4.739
H -12.347 16.097 -2.305
H -12.770 18.514 -2.446
H -11.021 18.600 -2.840
H -11.350 19.190 -0.173
H -10.539 17.677 -0.476
H -11.214 17.641 1.838
H -12.616 16.571 1.966
H -12.729 18.387 1.917
C -15.036 25.639 -7.921
O -14.404 24.628 -7.071
C -14.527 24.985 -5.634
C -13.653 23.942 -4.787
N -12.267 24.372 -4.633
C -12.107 25.460 -3.661
C -10.687 26.102 -3.708
O -9.689 25.208 -3.149
C -8.383 25.790 -3.133
H -15.988 25.998 -7.531
H -15.253 25.318 -8.940
H -14.402 26.524 -7.865
H -15.562 25.016 -5.294
H -14.198 26.010 -5.463
H -13.646 23.009 -5.350
H -14.111 23.862 -3.801
H -11.729 23.621 -4.225
H -12.302 25.101 -2.650
H -12.827 26.276 -3.718
H -10.728 27.080 -3.230
H -10.445 26.294 -4.754
H -7.561 25.100 -2.938
H -8.394 26.546 -2.349
H -8.174 26.365 -4.035
C -20.759 25.216 -2.686
O -19.378 25.039 -2.791
C -18.573 25.250 -1.683
C -17.126 25.011 -2.020
N -16.748 23.578 -1.748
C -17.383 22.580 -2.582
C -16.629 21.285 -2.611
O -15.565 21.583 -3.492
C -14.696 20.519 -3.794
H -21.271 24.974 -3.618
H -21.001 26.258 -2.476
H -21.181 24.656 -1.851
H -18.828 24.547 -0.890
H -18.705 26.262 -1.301
H -16.470 25.687 -1.470
H -16.961 25.161 -3.087
H -15.756 23.484 -1.913
H -17.591 22.869 -3.613
H -18.393 22.444 -2.197
H -17.270 20.471 -2.949
H -16.265 21.021 -1.618
H -13.901 20.974 -4.385
H -15.192 19.817 -4.464
H -14.288 20.042 -2.904
C -9.043 22.397 -0.340
O -8.561 22.102 0.752
N -9.088 21.601 -1.325
N -9.495 23.625 -0.639
H -8.837 20.635 -1.163
H -9.481 21.913 -2.201
H -9.489 24.307 0.106
H -9.856 23.782 -1.569
C -10.291 20.356 -9.293
O -11.112 19.497 -9.484
N -9.858 21.341 -10.011
N -9.601 20.415 -8.154
H -9.077 21.902 -9.703
H -10.265 21.500 -10.922
H -9.768 19.703 -7.457
H -8.863 21.096 -8.049
C -9.476 17.161 -6.891
O -9.489 18.245 -6.302
N -10.005 16.943 -8.123
N -8.887 16.076 -6.525
H -10.092 16.033 -8.552
H -10.470 17.742 -8.530
H -9.054 15.200 -6.999
H -8.479 16.174 -5.606
C -10.787 25.306 -8.192
O -10.301 25.821 -9.141
N -10.444 24.131 -7.750
N -11.699 25.835 -7.402
H -9.640 23.735 -8.216
H -10.733 23.812 -6.837
H -12.060 26.760 -7.585
H -12.150 25.259 -6.705
C -13.362 19.516 -7.256
O -13.019 18.408 -8.030
H -13.750 19.266 -6.269
H -12.475 20.115 -7.052
H -13.982 20.232 -7.796
H -12.494 18.649 -8.797
C -6.881 23.224 -5.146
O -8.110 23.742 -5.651
H -7.127 22.487 -4.381
H -6.280 22.855 -5.977
H -6.393 24.097 -4.715
H -8.005 23.750 -6.606
C -10.413 21.565 -4.830
O -9.918 22.453 -3.821
H -9.600 20.949 -5.214
H -11.115 20.826 -4.444
H -11.001 22.157 -5.531
H -9.363 23.085 -4.285
*
```

Properties
SMILES ... COCCNCCOC.COCCNCCOC.COCCNCCOC.COCCNCCOC.COCCNCCOC.NC(N)=O.NC(N)=O.NC(N)=O.NC(N)=O.CO.CO.CO
Energy above the lowest of the compared OMol25 structures with the same formula, charge and spin ... 3.218 eV
Orbital gap ... 7.94 eV
HOMO energy ... -8.19 eV

# C37H104O15

A 15-piece molecular cluster, C37H104O15 overall (the ωB97M-V functional and the def2-TZVPD basis, the OMol25 dataset).

The geometry in ORCA input format:
```
! wB97M-V def2-TZVPD RIJCOSX def2/J DEFGRID3
* xyz 1 2
C 0.287 -1.445 6.448
C 0.325 -2.122 5.046
O 0.951 -3.367 5.142
H 1.297 -1.366 6.850
H -0.296 -2.081 7.114
H -0.157 -0.457 6.319
H 0.916 -1.557 4.325
H -0.706 -2.210 4.702
H 0.794 -3.894 4.356
C -4.027 3.158 0.597
C -3.369 4.427 0.076
O -3.820 4.751 -1.258
H -5.099 3.309 0.473
H -4.013 2.982 1.672
H -3.684 2.266 0.071
H -2.283 4.396 -0.009
H -3.501 5.314 0.697
H -3.402 5.571 -1.529
C 1.635 -3.996 -2.745
C 2.944 -4.258 -3.504
O 2.777 -5.500 -4.209
H 0.836 -3.823 -3.465
H 1.712 -3.040 -2.226
H 1.506 -4.797 -2.017
H 3.757 -4.372 -2.787
H 3.259 -3.540 -4.261
H 1.999 -5.438 -4.767
C 4.374 2.578 0.207
C 5.272 2.591 -1.052
O 6.580 2.942 -0.729
H 4.738 2.021 1.070
H 3.350 2.322 -0.062
H 4.333 3.600 0.583
H 4.919 3.420 -1.667
H 5.150 1.682 -1.640
H 6.892 3.485 -1.456
C -1.683 -4.261 -1.369
C -1.818 -3.698 0.043
O -0.553 -3.269 0.388
H -1.227 -3.531 -2.039
H -2.673 -4.453 -1.781
H -1.225 -5.250 -1.342
H -2.037 -4.512 0.734
H -2.501 -2.860 0.188
H -0.387 -2.398 0.022
C 3.787 -0.714 -3.314
C 5.262 -0.980 -3.100
O 5.618 -0.913 -1.712
H 3.164 -1.274 -2.618
H 3.460 -0.807 -4.350
H 3.579 0.332 -3.091
H 5.868 -0.309 -3.708
H 5.535 -2.010 -3.328
H 6.509 -1.256 -1.613
C -3.244 1.458 -4.719
C -4.452 0.570 -5.125
O -3.937 -0.571 -5.758
H -3.646 2.355 -4.249
H -2.597 1.682 -5.567
H -2.607 0.988 -3.970
H -5.014 1.132 -5.871
H -5.136 0.320 -4.314
H -4.541 -0.744 -6.484
C 0.368 -0.046 -5.083
C -0.760 -1.014 -4.975
O -1.354 -1.192 -6.227
H 1.065 -0.061 -4.245
H -0.171 0.899 -5.149
H 0.956 -0.257 -5.976
H -1.424 -0.706 -4.167
H -0.405 -1.989 -4.643
H -2.281 -1.025 -6.046
C 2.685 -2.675 1.963
C 3.855 -2.468 0.935
C 4.310 -3.685 0.115
O 3.485 -1.476 -0.035
H 2.710 -1.846 2.670
H 2.804 -3.575 2.565
H 1.689 -2.735 1.523
H 4.727 -2.053 1.440
H 3.455 -4.055 -0.452
H 4.623 -4.480 0.792
H 5.172 -3.472 -0.516
H 4.244 -1.353 -0.610
C -5.380 -0.743 3.074
C -4.208 -1.339 2.390
C -3.050 -1.737 3.329
O -4.702 -2.438 1.627
H -6.214 -0.641 2.379
H -5.287 0.259 3.495
H -5.730 -1.455 3.822
H -3.875 -0.559 1.706
H -2.634 -0.854 3.814
H -2.266 -2.307 2.830
H -3.323 -2.393 4.155
H -5.227 -2.078 0.909
C 1.309 4.398 -0.745
C 0.711 5.063 -1.980
C -0.355 4.136 -2.629
O 0.237 6.348 -1.654
H 0.619 4.464 0.096
H 2.221 4.956 -0.531
H 1.617 3.390 -1.023
H 1.518 5.234 -2.692
H -0.161 3.066 -2.707
H -0.558 4.509 -3.633
H -1.270 4.106 -2.037
H 0.928 6.957 -1.385
C 3.169 1.239 3.827
C 3.577 0.575 5.156
C 4.721 -0.456 4.935
O 3.996 1.517 6.035
H 2.492 0.582 3.281
H 4.032 1.439 3.192
H 2.650 2.184 3.988
H 2.739 0.085 5.651
H 5.038 -0.949 5.854
H 5.610 -0.034 4.465
H 4.406 -1.280 4.295
H 4.759 1.947 5.642
C -0.684 1.570 4.312
C -1.127 3.007 4.297
C -0.572 3.734 3.129
O -2.530 3.024 4.227
H -0.957 1.079 5.245
H 0.405 1.619 4.299
H -1.057 1.023 3.446
H -0.853 3.427 5.265
H -1.035 4.721 3.139
H -0.838 3.288 2.171
H 0.498 3.926 3.054
H -2.952 2.564 4.956
C -1.239 0.619 -0.540
C 0.219 0.244 -0.315
C 0.562 0.352 1.178
O 0.506 -1.046 -0.736
H -1.871 -0.121 -0.049
H -1.574 0.623 -1.577
H -1.471 1.579 -0.079
H 0.826 0.986 -0.834
H 0.214 1.292 1.605
H 1.633 0.330 1.380
H 0.224 -0.414 1.876
H 1.418 -1.219 -0.491
C -4.833 0.186 -1.094
C -5.415 -1.067 -1.717
C -4.336 -1.886 -2.431
O -6.036 -1.778 -0.637
H -4.102 -0.075 -0.328
H -5.599 0.793 -0.613
H -4.311 0.689 -1.908
H -6.156 -0.743 -2.447
H -4.766 -2.802 -2.836
H -3.500 -2.175 -1.795
H -3.844 -1.321 -3.222
H -6.457 -2.530 -1.060
*
```

Properties
Orbital gap (spin up / spin down) ... 9.76 / 3.16 eV
HOMO energy (spin up / spin down) ... -11.76 / -11.76 eV

# C37H25CdCl4GeN5O6S

C37H25CdCl4GeN5O6S as an isolated structure (the ωB97M-V functional and the def2-TZVPD basis, the OMol25 dataset).

The geometry in ORCA input format:
```
! wB97M-V def2-TZVPD RIJCOSX def2/J DEFGRID3
* xyz -1 2
Cd -0.116 0.071 0.048
O 4.300 -0.153 1.076
S 0.481 -2.110 2.144
O 0.440 -3.598 2.013
N -0.856 -1.434 1.549
C -2.131 -1.807 1.898
C -2.463 -2.583 2.990
C -3.801 -2.932 3.250
C -4.821 -2.507 2.448
C -4.527 -1.699 1.324
C -5.521 -1.217 0.444
C -5.165 -0.441 -0.619
C -3.803 -0.127 -0.805
N -2.852 -0.559 -0.015
C -3.189 -1.345 1.040
C 3.067 -0.765 4.806
C 3.784 -0.208 5.781
C 3.406 0.935 6.633
C 2.263 1.629 6.605
C 1.248 1.659 5.546
C 1.401 1.029 4.413
H -1.673 -2.951 3.631
H -4.018 -3.551 4.112
H -5.850 -2.776 2.655
H -6.559 -1.462 0.636
H -5.902 -0.060 -1.313
H -3.507 0.520 -1.623
H 4.743 -0.671 5.995
H 4.109 1.226 7.406
H 2.085 2.295 7.441
H 0.393 2.319 5.660
H 2.863 -1.342 2.611
O -2.279 0.241 -6.067
C -1.113 0.552 -5.460
O -0.395 1.398 -5.903
C -0.770 -0.285 -4.273
C -0.219 -1.543 -4.280
Cl -0.005 -2.552 -5.642
N 0.071 -1.893 -3.001
N -0.293 -0.899 -2.172
C -0.788 0.073 -2.917
C -1.353 1.358 -2.341
O -2.121 1.964 -3.084
O -0.991 1.659 -1.164
C 0.676 -3.079 -2.481
C 1.660 -3.736 -3.208
C 2.223 -4.892 -2.693
C 1.825 -5.373 -1.455
C 0.864 -4.690 -0.725
C 0.282 -3.539 -1.235
H -2.757 -0.391 -5.518
H 2.012 -3.338 -4.146
H 2.987 -5.406 -3.261
H 2.276 -6.270 -1.051
H 0.570 -5.023 0.260
H -0.458 -3.001 -0.655
C 4.541 -2.081 -0.461
C 4.485 -1.803 -1.770
C 3.628 -0.738 -2.213
C 2.742 -0.226 -1.321
N 2.478 -0.777 -0.088
C 3.670 -1.334 0.500
C 2.246 1.145 -1.470
C 1.872 1.751 -2.670
C 1.598 3.102 -2.695
C 1.751 3.867 -1.539
C 2.134 3.267 -0.355
C 2.366 1.892 -0.311
H 5.218 -2.822 -0.057
H 5.131 -2.315 -2.475
H 3.766 -0.265 -3.175
H 3.400 -2.036 1.297
H 1.775 1.155 -3.570
H 1.254 3.562 -3.613
H 1.556 4.932 -1.568
H 2.247 3.858 0.546
Cl 0.213 1.820 2.007
Ge 2.853 0.946 1.371
Cl 2.107 -0.506 3.410
Cl 3.880 2.411 2.599
*
```

Properties
Energy above the lowest of the compared OMol25 structures with the same formula, charge and spin ... 15.901 eV
Orbital gap (spin up / spin down) ... 5.75 / 6.08 eV
HOMO energy (spin up / spin down) ... -4.72 / -5.04 eV

# C37H25F4FeN17

C37H25F4FeN17 as an isolated structure (the ωB97M-V functional and the def2-TZVPD basis, the OMol25 dataset).

The geometry in ORCA input format:
```
! wB97M-V def2-TZVPD RIJCOSX def2/J DEFGRID3
* xyz -2 5
Fe -0.210 1.431 1.081
N -1.025 4.065 4.276
C -0.123 3.520 3.465
N -0.720 3.084 2.377
C -2.055 3.357 2.599
N -2.265 3.978 3.746
C -3.142 2.924 1.743
C -4.458 2.925 2.176
N -5.478 2.372 1.528
C -5.121 1.682 0.395
C -3.861 1.648 -0.099
N -2.855 2.345 0.512
H -0.903 4.428 5.203
H 0.929 3.449 3.685
H -4.668 3.387 3.134
H -5.904 1.131 -0.110
H -3.585 1.106 -0.993
C -2.368 -4.144 -2.023
C -1.446 -3.516 -3.064
C -2.098 -2.302 -3.719
C -0.079 -3.186 -2.473
N -0.149 -2.229 -1.375
C -0.196 -0.896 -1.369
N -0.216 -0.482 -0.126
N -0.207 -1.600 0.638
N -0.170 -2.642 -0.099
H -3.327 -4.410 -2.473
H -2.565 -3.450 -1.203
H -1.926 -5.043 -1.594
H -1.238 -4.260 -3.839
H -2.410 -1.570 -2.969
H -2.992 -2.597 -4.272
H -1.419 -1.807 -4.418
H 0.596 -2.778 -3.225
H 0.401 -4.076 -2.070
H -0.180 -0.285 -2.253
F 2.728 -1.016 0.030
C 2.943 -2.240 0.562
C 3.043 -3.282 -0.332
F 2.921 -2.960 -1.644
C 3.265 -4.606 0.045
C 3.419 -4.742 1.432
C 3.298 -3.695 2.327
F 3.399 -3.986 3.634
C 3.035 -2.382 1.940
C 2.821 -1.266 2.872
C 1.932 -0.258 2.537
N 1.206 0.560 2.150
C 3.515 -1.137 4.095
N 4.097 -0.987 5.086
F 3.636 -5.963 1.954
C 3.302 -5.706 -0.902
C 2.783 -5.578 -2.206
N 2.351 -5.508 -3.282
C 3.776 -6.998 -0.582
N 4.166 -8.072 -0.387
C -1.521 2.446 -0.034
C -1.440 3.521 -0.985
C -0.188 4.055 -1.379
C -0.082 5.067 -2.312
C -1.217 5.618 -2.900
C -2.466 5.151 -2.498
C -2.583 4.145 -1.558
H 0.698 3.685 -0.886
H 0.901 5.446 -2.572
H -1.133 6.409 -3.635
H -3.366 5.586 -2.918
H -3.573 3.826 -1.262
N -3.699 1.290 6.068
C -3.277 0.631 5.208
N -2.834 -0.206 4.302
C -2.237 0.163 3.225
N -1.712 0.424 2.217
C 4.246 1.241 -1.458
C 4.234 1.660 -0.140
C 3.022 1.991 0.442
N 1.861 1.955 -0.214
C 1.891 1.575 -1.490
C 3.047 1.200 -2.151
H 5.169 0.937 -1.935
H 5.140 1.697 0.450
H 2.972 2.282 1.482
H 0.939 1.601 -2.008
H 3.002 0.871 -3.181
*
```

Properties
Energy above the lowest of the compared OMol25 structures with the same formula, charge and spin ... 0.000 eV
Orbital gap (spin up / spin down) ... 5.54 / 5.61 eV
HOMO energy (spin up / spin down) ... -1.85 / -1.96 eV

Number 1: molecular weight 1002.3 g/mol. Number 2: molecular weight 789.2 g/mol. Number 3: molecular weight 994.5 g/mol. Number 4: molecular weight 839.6 g/mol.